{
  "formula": "C18H11Br2IrN3O6",
  "method": "ωB97M-V/def2-TZVPD",
  "species": ["Ir", "O", "C", "O", "C", "C", "C", "C", "C", "N", "C", "O", "O", "H", "H", "H", "H", "Br", "C", "C", "C", "C", "C", "N", "C", "O", "O", "H", "H", "H", "Br", "C", "C", "C", "C", "C", "N", "H", "H", "H", "H"],
  "coordinates": [[-0.395, -1.025, -0.335], [-0.959, 0.206, 3.503], [-1.098, -0.038, 2.230], [-0.728, -1.122, 1.778], [-1.820, 0.878, 1.300], [-2.797, 1.804, 1.592], [-3.704, 2.150, 0.584], [-3.704, 1.447, -0.609], [-2.699, 0.515, -0.828], [-1.714, 0.384, 0.054], [-2.749, -0.677, -1.794], [-3.485, -0.688, -2.737], [-2.063, -1.685, -1.294], [-1.298, 1.072, 3.770], [-2.916, 2.206, 2.589], [-4.472, 2.884, 0.785], [-4.488, 1.554, -1.347], [4.066, 3.506, 3.050], [4.263, 1.771, 2.515], [5.527, 1.138, 2.751], [5.673, -0.180, 2.383], [4.583, -0.812, 1.807], [3.369, -0.073, 1.587], [3.216, 1.181, 1.937], [2.209, -0.841, 0.972], [2.196, -2.035, 1.199], [1.330, -0.126, 0.365], [6.322, 1.701, 3.220], [6.604, -0.705, 2.547], [4.605, -1.849, 1.503], [0.942, -3.068, -1.300], [0.741, -1.839, -2.729], [1.137, -2.010, -4.029], [0.899, -0.943, -4.889], [0.306, 0.217, -4.411], [-0.062, 0.292, -3.082], [0.153, -0.740, -2.258], [1.598, -2.930, -4.358], [1.179, -1.022, -5.931], [0.117, 1.057, -5.063], [-0.537, 1.165, -2.657]],
  "s2": 0.77,
  "e_above_lowest_kj_mol": 189.30,
  "total_charge": 2,
  "spin_multiplicity": 2,
  "homo_lumo_gap_ev": [8.3, 4.8],
  "homo_ha": [-0.555, -0.555],
  "e_tot_ev": -178507.3554
}